Entry 1:
{"formula": "C2H7NO2Si", "method": "ωB97M-V/def2-TZVPD", "relative_energy_kj_mol": 418.39, "s_squared": 2.007, "e_homo_ev": [-7.88, -10.28], "multiplicity": 3, "gap_ev": [8.65, 8.04], "energy_ha": -574.95271, "elements": ["C", "C", "N", "O", "O", "Si", "H", "H", "H", "H", "H", "H", "H"], "positions_angstrom": [[-0.5895, -1.7044, 0.0031], [-0.8243, 1.4782, -0.3689], [1.7224, 0.2933, 0.0636], [2.5545, -0.8622, -0.2628], [2.1965, 1.3905, 0.0261], [-0.0180, 0.0122, 0.5308], [0.0586, -2.4785, 0.4025], [-1.5970, -1.8868, 0.3703], [-0.6055, -1.8145, -1.0776], [-1.8913, 1.3373, -0.5238], [-0.6955, 2.4013, 0.1972], [-0.3664, 1.6371, -1.3432], [0.0555, 0.1966, 1.9829]]}

Entry 2:
{"formula": "C21H25FN2O2S", "method": "ωB97M-V/def2-TZVPD", "smiles": "COc1ccc(N2CCN(C(=O)CCSCc3ccccc3F)CC2)cc1", "relative_energy_kj_mol": 151.24, "e_homo_ev": -7.51, "gap_ev": 8.16, "energy_ha": -1573.26904, "elements": ["C", "O", "C", "C", "C", "C", "N", "C", "C", "N", "C", "O", "C", "C", "S", "C", "C", "C", "C", "C", "C", "C", "F", "C", "C", "C", "C", "H", "H", "H", "H", "H", "H", "H", "H", "H", "H", "H", "H", "H", "H", "H", "H", "H", "H", "H", "H", "H", "H", "H", "H", "H"], "positions_angstrom": [[0.3144, 5.1461, 6.9166], [0.8093, 5.1940, 5.6025], [0.3554, 4.2674, 4.7057], [0.8528, 4.3707, 3.4092], [0.4719, 3.4813, 2.4271], [-0.4334, 2.4512, 2.6976], [-0.9013, 1.5672, 1.7215], [-0.9386, 0.1521, 2.0174], [0.3994, -0.5169, 1.6443], [0.6759, -0.2923, 0.2450], [0.6823, -1.2027, -0.7525], [0.8724, -0.8685, -1.9102], [0.4853, -2.6588, -0.3519], [0.3189, -3.5730, -1.5620], [-1.4151, -3.6727, -2.1245], [-1.4690, -2.3877, -3.4392], [-0.6867, -2.8140, -4.6322], [0.6113, -2.3595, -4.8406], [1.3524, -2.7988, -5.9241], [0.8087, -3.7002, -6.8231], [-0.4854, -4.1587, -6.6447], [-1.2097, -3.7130, -5.5566], [-2.4765, -4.1572, -5.4007], [0.7426, 1.1219, -0.0749], [-0.5836, 1.7836, 0.3277], [-0.9390, 2.3706, 3.9958], [-0.5508, 3.2525, 4.9868], [0.5683, 4.2016, 7.4098], [0.7977, 5.9670, 7.4443], [-0.7711, 5.2891, 6.9443], [1.5525, 5.1617, 3.1897], [0.8946, 3.6039, 1.4427], [-1.1393, -0.0120, 3.0741], [-1.7442, -0.3030, 1.4305], [0.3739, -1.5781, 1.8792], [1.2002, -0.0496, 2.2317], [1.3631, -2.9708, 0.2218], [-0.3978, -2.7565, 0.2815], [0.5935, -4.5950, -1.3041], [0.9234, -3.2354, -2.4021], [-2.5301, -2.2887, -3.6644], [-1.0754, -1.4667, -3.0165], [1.0288, -1.6454, -4.1460], [2.3584, -2.4339, -6.0667], [1.3865, -4.0443, -7.6674], [-0.9390, -4.8537, -7.3338], [0.9179, 1.2193, -1.1468], [1.5774, 1.5686, 0.4750], [-0.5690, 2.8509, 0.1116], [-1.3883, 1.3292, -0.2626], [-1.6707, 1.6163, 4.2423], [-0.9753, 3.1409, 5.9722]]}